1) The following is a DFT calculation (wB97M-V/def2-TZVPD) of a cluster of 2 separate species, C5H14 in total.

The geometry in XYZ format:
```
19
Properties=species:S:1:pos:R:3:nbo_charge:R:1
C -2.597 -0.358 1.212 -0.620
C -2.182 1.002 0.607 -0.414
C -0.677 1.113 0.418 -0.613
H -3.339 -0.811 0.570 0.214
H -1.769 -1.034 0.985 0.199
H -2.754 -0.374 2.286 0.217
H -2.339 1.785 1.365 0.196
H -2.743 1.355 -0.273 0.206
H -0.287 0.893 -0.616 0.204
H -0.097 0.428 1.067 0.204
H -0.315 2.128 0.573 0.205
C 2.782 -1.276 -0.527 -0.615
C 2.009 -0.243 -1.465 -0.617
H 3.512 -1.842 -1.103 0.203
H 3.282 -0.805 0.318 0.209
H 1.952 -1.937 -0.340 0.204
H 2.607 -0.073 -2.366 0.205
H 1.045 -0.741 -1.578 0.204
H 1.910 0.790 -1.131 0.208
```

## Properties
* spin multiplicity: 1
* SMILES string: CCC.CC
* lowest unoccupied orbital energy: 1.14 eV

=====

2) The following is a DFT calculation (wB97M-V/def2-TZVPD) of a cluster of 2 separate species, C5H14 in total.

The geometry in XYZ format:
```
19
Properties=species:S:1:pos:R:3:nbo_charge:R:1
C 0.967 -1.246 -0.569 -0.616
C 0.909 -0.851 -2.023 -0.400
C 1.434 0.617 -2.217 -0.601
H 0.480 -2.182 -0.271 0.210
H 0.602 -0.522 0.155 0.205
H 2.015 -1.434 -0.294 0.201
H 1.476 -1.498 -2.678 0.201
H -0.112 -0.785 -2.412 0.194
H 2.511 0.636 -2.354 0.201
H 0.906 1.114 -3.024 0.206
H 1.245 1.177 -1.303 0.198
C -1.189 0.036 2.456 -0.617
C -1.924 1.185 1.766 -0.619
H -1.486 -0.921 2.027 0.207
H -0.124 0.107 2.307 0.203
H -1.301 0.028 3.541 0.207
H -2.618 0.843 1.000 0.208
H -1.253 1.962 1.394 0.207
H -2.537 1.734 2.497 0.205
```

## Properties
* spin multiplicity: 1
* SMILES string: CCC.CC
* lowest unoccupied orbital energy: 1.12 eV

=====

3) The following is a DFT calculation (wB97M-V/def2-TZVPD) of a cluster of 2 separate species, C5H14 in total.

The geometry in XYZ format:
```
19
Properties=species:S:1:pos:R:3:nbo_charge:R:1
C 1.029 -1.618 -0.242 -0.618
C -0.496 -1.605 -0.395 -0.403
C -1.099 -2.450 -1.621 -0.618
H 1.337 -0.646 0.220 0.202
H 1.423 -2.381 0.440 0.204
H 1.673 -1.684 -1.083 0.209
H -0.794 -0.533 -0.503 0.200
H -0.992 -1.890 0.563 0.201
H -2.028 -2.868 -1.194 0.208
H -0.439 -3.177 -2.023 0.208
H -1.546 -1.799 -2.458 0.206
C 0.086 1.960 0.698 -0.624
C 0.469 3.229 1.353 -0.623
H -0.202 2.190 -0.281 0.206
H 0.809 1.145 0.800 0.207
H -0.867 1.417 1.099 0.200
H 0.013 4.021 0.614 0.210
H 0.007 3.348 2.357 0.209
H 1.617 3.340 1.658 0.214
```

## Properties
* spin multiplicity: 1
* SMILES string: CCC.CC
* lowest unoccupied orbital energy: 1.08 eV

=====

4) The following is a DFT calculation (wB97M-V/def2-TZVPD) of a cluster of 2 separate species, C5H14 in total.

The geometry in XYZ format:
```
19
Properties=species:S:1:pos:R:3:nbo_charge:R:1
C 0.548 0.106 -1.985 -0.604
C -0.285 -1.154 -1.898 -0.400
C -1.576 -0.913 -1.090 -0.608
H 0.865 0.448 -0.997 0.199
H 1.472 0.001 -2.549 0.207
H 0.012 0.924 -2.458 0.201
H -0.554 -1.505 -2.888 0.196
H 0.256 -1.953 -1.386 0.197
H -1.408 -1.123 -0.044 0.203
H -1.965 0.102 -1.243 0.200
H -2.411 -1.517 -1.446 0.207
C 0.720 0.053 2.154 -0.608
C 0.607 1.580 2.363 -0.603
H -0.222 -0.236 1.698 0.199
H 1.497 -0.202 1.447 0.204
H 0.751 -0.486 3.092 0.205
H 1.285 1.964 3.122 0.201
H -0.400 1.814 2.679 0.201
H 0.808 2.097 1.429 0.202
```

## Properties
* spin multiplicity: 1
* SMILES string: CCC.CC
* lowest unoccupied orbital energy: 1.17 eV

=====

It is 4) that is the most stable of them.

=====

1) The following is a DFT calculation (wB97M-V/def2-TZVPD) of a cluster of 2 separate species, C5H14 in total.

The geometry in XYZ format:
```
19
Properties=species:S:1:pos:R:3:nbo_charge:R:1
C -1.683 0.149 -1.484 -0.631
C -0.898 -1.152 -1.860 -0.396
C 0.474 -0.885 -2.500 -0.627
H -2.778 0.180 -1.576 0.214
H -1.497 0.890 -2.148 0.197
H -1.447 0.718 -0.592 0.208
H -0.853 -1.758 -0.836 0.198
H -1.584 -1.860 -2.547 0.201
H 1.153 -1.028 -1.653 0.211
H 0.750 -1.649 -3.279 0.216
H 0.475 0.153 -2.847 0.209
C 0.606 0.203 2.912 -0.622
C 1.251 1.393 2.355 -0.582
H 0.370 -0.743 2.237 0.206
H 1.268 -0.180 3.741 0.212
H -0.376 0.482 3.309 0.207
H 0.851 2.207 2.649 0.198
H 1.503 1.275 1.392 0.210
H 2.415 1.603 2.725 0.170
```

## Properties
* spin multiplicity: 1
* SMILES string: CCC.CC
* lowest unoccupied orbital energy: 1.05 eV

=====

2) The following is a DFT calculation (wB97M-V/def2-TZVPD) of a cluster of 2 separate species, C5H14 in total.

The geometry in XYZ format:
```
19
Properties=species:S:1:pos:R:3:nbo_charge:R:1
C 0.593 1.077 -1.072 -0.619
C -0.676 0.318 -1.356 -0.408
C -1.920 1.148 -1.570 -0.620
H 1.524 0.501 -1.025 0.209
H 0.572 1.492 -0.064 0.212
H 0.723 1.711 -1.959 0.207
H -0.530 -0.453 -2.110 0.201
H -0.992 -0.318 -0.496 0.190
H -2.298 1.720 -0.700 0.206
H -1.815 1.906 -2.354 0.203
H -2.827 0.523 -1.557 0.218
C 1.408 -1.422 1.238 -0.616
C 0.521 -0.967 2.366 -0.611
H 2.030 -2.261 1.545 0.206
H 0.862 -1.795 0.356 0.203
H 1.987 -0.649 0.734 0.205
H -0.347 -0.396 2.036 0.202
H 1.059 -0.320 3.065 0.204
H 0.126 -1.817 2.926 0.206
```

## Properties
* spin multiplicity: 1
* SMILES string: CCC.CC
* lowest unoccupied orbital energy: 1.13 eV

=====

It is 2) that is the most stable of them.

=====

1) The following is a DFT calculation (wB97M-V/def2-TZVPD) of a cluster of 2 separate species, C5H14 in total.

The geometry in XYZ format:
```
19
Properties=species:S:1:pos:R:3:nbo_charge:R:1
C 1.386 1.511 0.364 -0.620
C 1.107 0.547 1.504 -0.411
C -0.398 0.363 1.827 -0.610
H 0.559 1.535 -0.337 0.203
H 1.664 2.523 0.652 0.212
H 2.227 1.114 -0.195 0.212
H 1.668 0.837 2.447 0.197
H 1.638 -0.395 1.467 0.202
H -0.629 -0.493 2.447 0.210
H -0.960 0.302 0.892 0.199
H -0.658 1.260 2.418 0.206
C -0.226 -1.362 -1.431 -0.618
C -1.641 -0.980 -1.889 -0.617
H -0.168 -1.559 -0.354 0.208
H 0.138 -2.190 -2.036 0.210
H 0.379 -0.481 -1.560 0.205
H -2.229 -0.515 -1.087 0.204
H -1.632 -0.263 -2.745 0.201
H -2.223 -1.755 -2.385 0.207
```

## Properties
* spin multiplicity: 1
* SMILES string: CCC.CC
* lowest unoccupied orbital energy: 1.18 eV

=====

2) The following is a DFT calculation (wB97M-V/def2-TZVPD) of a cluster of 2 separate species, C5H14 in total.

The geometry in XYZ format:
```
19
Properties=species:S:1:pos:R:3:nbo_charge:R:1
C 0.114 1.806 -0.820 -0.605
C 1.491 1.128 -0.770 -0.398
C 1.557 -0.273 -1.419 -0.614
H 0.264 2.883 -0.692 0.207
H -0.344 1.784 -1.810 0.200
H -0.495 1.419 -0.047 0.201
H 1.751 1.078 0.286 0.196
H 2.194 1.766 -1.303 0.195
H 0.647 -0.378 -2.008 0.204
H 1.603 -1.049 -0.655 0.205
H 2.450 -0.446 -2.016 0.209
C -0.911 -1.638 0.974 -0.605
C -1.899 -0.830 1.821 -0.603
H -1.303 -1.639 -0.044 0.204
H 0.039 -1.113 0.926 0.197
H -0.723 -2.622 1.388 0.207
H -2.018 0.194 1.499 0.201
H -2.871 -1.322 1.838 0.201
H -1.547 -0.747 2.851 0.198
```

## Properties
* spin multiplicity: 1
* SMILES string: CCC.CC
* lowest unoccupied orbital energy: 1.16 eV

=====

It is 2) that is the most stable of them.

=====

1) The following is a DFT calculation (wB97M-V/def2-TZVPD) of a cluster of 2 separate species, C5H14 in total.

The geometry in XYZ format:
```
19
Properties=species:S:1:pos:R:3:nbo_charge:R:1
C 1.147 -1.323 -1.313 -0.621
C -0.033 -2.178 -0.986 -0.396
C -1.490 -1.472 -0.839 -0.609
H 1.243 -0.697 -2.295 0.211
H 1.292 -0.715 -0.407 0.202
H 2.058 -1.967 -1.448 0.211
H 0.232 -2.804 -0.178 0.199
H -0.226 -2.883 -1.851 0.185
H -1.961 -1.411 -1.836 0.206
H -1.198 -0.380 -0.580 0.201
H -2.058 -2.016 -0.144 0.210
C 0.065 1.946 0.892 -0.617
C 0.255 2.761 2.211 -0.616
H -0.068 2.736 0.057 0.199
H 0.989 1.468 0.507 0.208
H -0.782 1.261 0.956 0.209
H -0.697 2.944 2.749 0.207
H 0.462 3.732 1.880 0.203
H 1.062 2.324 2.797 0.208
```

## Properties
* spin multiplicity: 1
* SMILES string: CCC.CC
* lowest unoccupied orbital energy: 1.14 eV

=====

2) The following is a DFT calculation (wB97M-V/def2-TZVPD) of a cluster of 2 separate species, C5H14 in total.

The geometry in XYZ format:
```
19
Properties=species:S:1:pos:R:3:nbo_charge:R:1
C 1.024 -1.434 -1.111 -0.610
C 0.095 -1.336 0.097 -0.403
C -0.892 -2.490 0.048 -0.602
H 0.441 -1.748 -2.005 0.202
H 1.499 -0.492 -1.367 0.209
H 1.789 -2.178 -0.930 0.205
H -0.438 -0.377 0.119 0.193
H 0.573 -1.294 1.088 0.198
H -0.301 -3.430 -0.061 0.200
H -1.548 -2.399 -0.822 0.199
H -1.571 -2.484 0.898 0.208
C -0.166 2.660 -0.264 -0.608
C -0.021 2.441 1.234 -0.612
H -1.098 3.162 -0.540 0.205
H 0.666 3.224 -0.696 0.204
H -0.161 1.702 -0.780 0.201
H -0.017 3.371 1.807 0.204
H -0.871 1.932 1.672 0.203
H 0.878 1.862 1.492 0.205
```

## Properties
* spin multiplicity: 1
* SMILES string: CCC.CC
* lowest unoccupied orbital energy: 1.13 eV

=====

It is 2) that is the most stable of them.